Formula: C6H7Br2NOS
Source: the OMol25 dataset
Level of theory: wB97M-V/def2-TZVPD

XYZ file:
```
18
C6H7Br2NOS | the OMol25 dataset | wB97M-V/def2-TZVPD
C -1.92 -0.40 0.41
C -0.70 -0.02 -0.15
C 0.39 -0.79 0.01
C 1.74 -0.27 -0.41
C 0.17 -2.09 0.65
C -2.33 2.62 0.14
N -2.99 -0.57 0.80
O -3.37 2.40 -0.63
S -0.61 1.62 -0.67
Br 0.62 -3.36 -0.99
Br -1.83 4.51 0.25
H 2.61 -0.92 0.08
H 2.00 0.70 -0.10
H 1.67 -0.20 -1.43
H 0.98 -2.49 1.27
H -0.86 -2.47 0.72
H -2.27 2.12 1.06
H -3.20 3.03 -1.37
```

Energy relative to the best compared isomer or geometry (same formula, charge and spin) = 0.191 eV
Electronic energy = -160790.581 eV
SMILES = C/C(CBr)=C(/C#N)S[C@H](O)Br
Strongest force on any atom = 4.989 eV Å⁻¹
Multiplicity = 1
Charge = 0

How positive or negative is each atom? The Mulliken charges in e answer that: C -0.2731; C 0.8608; C 0.5716; C -1.6785; C -0.8090; C -0.5388; N -0.4278; O -0.3616; S -0.1382; Br -0.1816; Br -0.1078; H 0.2609; H 0.5424; H 0.5087; H 0.3803; H 0.3361; H 0.6362; H 0.4193

Formula: C13H27ClIN2OP2Y
Source: the OMol25 dataset
Level of theory: wB97M-V/def2-TZVPD

XYZ file:
```
48
C13H27ClIN2OP2Y | the OMol25 dataset | wB97M-V/def2-TZVPD
C 4.70 0.61 -1.60
C 3.98 1.83 -1.10
H 4.15 -0.30 -1.34
H 5.70 0.54 -1.14
H 4.80 0.65 -2.69
O 2.96 1.70 -0.40
I 1.89 3.91 -1.09
Y -0.34 -0.42 0.03
P -0.60 0.51 -2.53
C -1.79 -0.48 -3.51
C -0.95 2.21 -3.09
H -0.83 2.29 -4.18
H 0.84 0.32 -4.47
H -0.25 2.90 -2.59
H 1.75 0.86 -3.02
H -2.81 -0.14 -3.29
H -1.98 2.48 -2.80
C 0.98 0.17 -3.39
H -1.58 -0.36 -4.58
H 1.30 -0.86 -3.20
H -1.70 -1.54 -3.24
P 0.52 0.81 2.30
C -0.09 -0.12 3.76
C 2.33 0.63 2.47
H 0.65 3.18 1.93
H 0.85 2.76 3.68
H -0.78 2.74 2.91
C 0.29 2.55 2.76
H 2.81 1.03 1.56
H 2.66 1.20 3.35
H 0.03 0.52 4.65
H 0.51 -1.03 3.88
H 2.58 -0.43 2.59
H -1.15 -0.39 3.62
Cl 4.90 3.26 -1.34
N -3.16 -0.65 2.40
C -2.99 -1.78 1.62
C -3.50 -3.03 1.92
C -3.14 -4.10 1.10
C -2.23 -3.90 0.05
C -1.69 -2.66 -0.16
N -2.11 -1.57 0.60
H -3.06 0.24 1.94
H -3.87 -0.70 3.13
H -4.14 -3.14 2.80
H -3.54 -5.10 1.28
H -1.93 -4.73 -0.60
H -0.97 -2.46 -0.99
```

Energy relative to the best compared isomer or geometry (same formula, charge and spin) = 3.944 eV
Electronic energy = -59175.420 eV
Strongest force on any atom = 2.851 eV Å⁻¹
Multiplicity = 1
Charge = +2

How positive or negative is each atom? The Mulliken charges in e answer that: C -1.1647; C 0.7125; H 0.2454; H 0.4105; H 0.3733; O -0.4182; I -0.0183; Y 0.1841; P 0.8086; C -1.1905; C -0.7991; H 0.3803; H 0.4318; H -0.0188; H 0.1796; H 0.3709; H 0.3668; C -1.0308; H 0.3988; H 0.3869; H 0.3395; P 0.8607; C -1.0442; C -0.8076; H 0.2289; H 0.4136; H 0.3671; C -1.1428; H 0.0041; H 0.3655; H 0.3804; H 0.3847; H 0.3964; H 0.2484; Cl -0.0608; N -0.4343; C 0.7321; C -0.6805; C -0.2224; C -0.8183; C 0.0879; N -0.1578; H 0.2100; H 0.2417; H 0.3244; H 0.4374; H 0.4029; H 0.3339

Formula: C9H14
Source: the OMol25 dataset
Level of theory: wB97M-V/def2-TZVPD

XYZ file:
```
23
C9H14 | the OMol25 dataset | wB97M-V/def2-TZVPD
C 0.06 3.34 -0.67
C -0.37 3.06 -2.11
H -0.73 3.19 0.12
H 0.88 2.61 -0.47
H 0.48 4.41 -0.52
H -0.61 1.95 -2.18
H -1.28 3.69 -2.40
H 0.55 3.22 -2.79
C 1.88 -2.52 -0.32
C -0.93 -0.16 0.75
C -1.51 -0.87 1.78
C 0.21 -0.68 0.05
C 0.57 -2.04 0.41
C -1.08 -2.17 2.10
C -0.02 -2.77 1.40
H -1.23 0.80 0.41
H -2.33 -0.27 2.15
H 0.73 -0.16 -0.67
H -1.65 -2.77 2.86
H 2.72 -1.82 -0.19
H 1.42 -2.70 -1.41
H 0.17 -3.76 1.54
H 2.06 -3.57 0.17
```

Energy relative to the best compared isomer or geometry (same formula, charge and spin) = 1.654 eV
Electronic energy = -9558.528 eV
SMILES = Cc1ccccc1.CC
Strongest force on any atom = 6.199 eV Å⁻¹
Multiplicity = 1
Charge = 0

How positive or negative is each atom? The Mulliken charges in e answer that: C -0.7109; C -0.6848; H 0.2336; H 0.1938; H 0.2914; H 0.1930; H 0.2798; H 0.2421; C -1.1432; C -0.0775; C -0.5865; C -0.6257; C 0.8356; C -0.3161; C -0.8125; H 0.2832; H 0.3351; H 0.4825; H 0.2624; H 0.3446; H 0.2792; H 0.4299; H 0.2710

Formula: C3H10N2OS
Source: the OMol25 dataset
Level of theory: wB97M-V/def2-TZVPD

XYZ file:
```
17
C3H10N2OS | the OMol25 dataset | wB97M-V/def2-TZVPD
C -1.34 -0.77 -0.96
C -2.24 1.16 0.35
C -1.08 0.40 -0.15
N 0.15 0.64 0.12
N 4.06 -1.14 0.33
O 3.11 1.28 0.38
S 4.21 0.45 -0.54
H -0.57 -1.08 -1.59
H -2.28 -0.58 -1.60
H -1.63 -1.80 -0.40
H -1.82 1.88 1.14
H -2.58 1.57 -0.51
H -3.01 0.52 0.66
H 2.28 0.90 0.12
H 0.15 1.46 0.78
H 4.40 -1.82 -0.32
H 4.62 -1.10 1.11
```

Energy relative to the best compared isomer or geometry (same formula, charge and spin) = 2.878 eV
Electronic energy = -19134.151 eV
SMILES = CC(C)=N.NSO
Strongest force on any atom = 5.142 eV Å⁻¹
Multiplicity = 1
Charge = 0

How positive or negative is each atom? The Mulliken charges in e answer that: C -1.1561; C -1.1931; C 0.7649; N -0.5457; N -0.5270; O -0.4271; S 0.0887; H 0.3842; H 0.2589; H 0.2183; H 0.3521; H 0.3216; H 0.3518; H 0.4656; H 0.1489; H 0.2599; H 0.2342

Formula: C45H60BiBrN12O2S
Source: the OMol25 dataset
Level of theory: wB97M-V/def2-TZVPD

XYZ file:
```
122
C45H60BiBrN12O2S | the OMol25 dataset | wB97M-V/def2-TZVPD
Bi -0.54 -0.51 0.43
C -2.80 -0.84 3.00
N -2.95 -0.24 1.67
C -4.14 -0.76 0.96
C -3.92 -1.78 -0.12
C -4.95 -2.66 -0.43
C -4.83 -3.46 -1.56
C -3.68 -3.37 -2.32
C -2.68 -2.51 -1.91
N -2.79 -1.73 -0.83
C -3.06 1.24 1.74
C -1.85 1.87 2.38
C -1.93 3.09 3.03
C -0.80 3.62 3.62
C 0.38 2.90 3.58
C 0.39 1.69 2.91
N -0.69 1.19 2.30
C -1.83 -2.00 3.07
C -2.04 -3.03 3.97
C -1.05 -3.97 4.17
C 0.15 -3.85 3.47
C 0.27 -2.83 2.56
N -0.70 -1.93 2.34
H -2.38 -0.08 3.67
H -3.76 -1.13 3.43
H -4.87 -1.13 1.68
H -4.61 0.09 0.46
H -5.84 -2.69 0.18
H -5.63 -4.14 -1.83
H -3.54 -3.96 -3.22
H -1.75 -2.42 -2.47
H -3.16 1.58 0.71
H -3.95 1.54 2.30
H -2.88 3.60 3.08
H -0.84 4.58 4.12
H 1.29 3.26 4.05
H 1.29 1.09 2.86
H -2.97 -3.07 4.52
H -1.20 -4.77 4.88
H 0.96 -4.55 3.62
H 1.18 -2.71 1.98
C 4.57 5.27 1.63
C 5.22 4.12 0.86
C 5.51 4.56 -0.58
C 6.54 3.77 1.54
C 4.26 2.93 0.84
C 3.02 3.05 0.22
C 2.16 1.98 0.20
Br 0.49 2.26 -0.67
C 2.44 0.74 0.78
O 1.55 -0.29 0.73
C 3.67 0.62 1.46
C 4.54 1.71 1.45
C 4.06 -0.66 2.23
C 4.03 -1.89 1.32
C 3.09 -0.85 3.41
C 5.47 -0.56 2.82
H 5.23 6.14 1.65
H 4.36 4.98 2.67
H 3.63 5.59 1.17
H 6.20 5.41 -0.57
H 4.61 4.89 -1.10
H 5.96 3.75 -1.15
H 7.20 4.64 1.51
H 7.05 2.95 1.03
H 6.41 3.50 2.59
H 2.73 3.98 -0.26
H 5.48 1.60 1.95
H 3.03 -2.10 0.96
H 4.39 -2.76 1.88
H 4.69 -1.76 0.46
H 2.05 -0.92 3.07
H 3.17 -0.02 4.12
H 3.33 -1.77 3.95
H 6.23 -0.45 2.05
H 5.68 -1.48 3.37
H 5.57 0.27 3.53
N 1.01 -1.03 -5.65
C 0.21 -0.40 -4.76
N -0.61 0.52 -5.27
S 0.30 -0.85 -3.13
H 1.05 -0.77 -6.62
H 1.67 -1.70 -5.30
H -0.62 0.73 -6.25
H -1.27 1.03 -4.69
C -3.65 3.05 -1.44
N -4.10 3.72 -2.64
C -3.11 3.48 -3.70
N -2.94 2.05 -3.97
C -2.53 1.40 -2.73
N -3.48 1.59 -1.63
C -4.78 1.05 -2.09
N -5.25 1.69 -3.32
C -5.37 3.13 -3.06
C -4.24 1.49 -4.36
H -4.38 3.22 -0.64
H -2.69 3.47 -1.13
H -2.15 3.91 -3.40
H -3.44 3.98 -4.62
H -1.56 1.83 -2.45
H -2.39 0.33 -2.89
H -5.53 1.22 -1.31
H -4.67 -0.03 -2.25
H -6.12 3.29 -2.28
H -5.71 3.62 -3.97
H -4.58 1.97 -5.28
H -4.13 0.42 -4.55
N 1.19 -7.50 -1.99
C 2.00 -6.48 -1.64
O 3.21 -6.55 -1.61
C 1.33 -5.19 -1.23
C 2.06 -4.02 -1.37
C 1.50 -2.82 -0.96
N 0.28 -2.76 -0.40
C -0.43 -3.89 -0.27
C 0.05 -5.12 -0.68
H 1.62 -8.35 -2.31
H 0.21 -7.37 -2.20
H 3.06 -4.06 -1.77
H 2.03 -1.89 -1.05
H -1.40 -3.80 0.20
H -0.55 -6.00 -0.52
```

Energy relative to the best compared isomer or geometry (same formula, charge and spin) = 0.000 eV
Electronic energy = -156323.527 eV
Strongest force on any atom = 0.458 eV Å⁻¹
Multiplicity = 1
Charge = +2

Atomic partial charges in e from the Mulliken method, atoms 1 to 99: Bi 2.4857; C -1.9638; N 0.8939; C -1.9851; C 0.5435; C -0.9072; C -0.9033; C -1.1514; C -0.6626; N 2.3379; C -0.2087; C 0.3939; C -0.9381; C -0.8925; C -1.0232; C -0.9436; N 1.2062; C 1.1258; C -1.1811; C -0.7001; C -1.5043; C -0.0062; N 0.8336; H 0.5150; H 0.4606; H 0.4749; H 0.3335; H 0.5509; H 0.4542; H 0.5997; H 0.0839; H -0.5001; H 0.6979; H 0.5912; H 0.4814; H 0.5867; H 0.5036; H 0.5487; H 0.4771; H 0.5838; H 0.5250; C -1.5903; C 1.9428; C -1.6063; C -2.0960; C -0.5853; C -0.6387; C 0.8101; Br -0.1541; C -0.8495; O -0.3749; C -0.0856; C -0.4327; C 2.3667; C -1.6530; C -1.2266; C -2.4759; H 0.4546; H 0.3196; H 0.3230; H 0.4710; H 0.3060; H 0.3572; H 0.4386; H 0.4205; H 0.3999; H 0.4860; H 0.6708; H 0.1782; H 0.4576; H 0.3810; H -0.1519; H 0.3303; H 0.5159; H 0.4651; H 0.4656; H 0.4734; N -0.3778; C 0.3191; N -0.2489; S -0.2456; H 0.1967; H 0.2039; H 0.2328; H 0.2028; C -0.7491; N 0.0700; C -0.7879; N -0.0877; C -1.0364; N 1.3543; C -0.8260; N 0.0972; C -0.7719; C -0.7548; H 0.3253; H 0.1280; H 0.3782; H 0.3551

Formula: C4H6CaClN2O4
Source: the OMol25 dataset
Level of theory: wB97M-V/def2-TZVPD

XYZ file:
```
18
C4H6CaClN2O4 | the OMol25 dataset | wB97M-V/def2-TZVPD
Ca 2.33 -0.58 -1.74
Cl -0.56 -0.01 -1.81
O -0.82 -0.75 -3.01
O -1.58 -0.07 -0.81
O 0.71 -0.57 -1.30
O -0.34 1.33 -2.18
C -0.19 -1.49 0.69
C 1.03 -0.77 1.08
N 1.99 -0.20 1.31
H -0.54 -1.21 -0.30
H -0.90 -1.17 1.46
H -0.07 -2.55 0.92
C -0.55 1.07 0.91
C 0.59 1.82 1.09
N 1.56 2.49 1.25
H -0.65 0.88 -0.16
H -1.41 1.68 1.20
H -0.58 0.10 1.39
```

Energy relative to the best compared isomer or geometry (same formula, charge and spin) = 7.786 eV
Electronic energy = -46354.326 eV
Strongest force on any atom = 12.234 eV Å⁻¹
Multiplicity = 1
Charge = +1

How positive or negative is each atom? The Mulliken charges in e answer that: Ca 1.3632; Cl 1.7382; O -0.6455; O -0.4934; O -0.6001; O -0.5824; C -1.0725; C 0.5537; N -0.5337; H 0.4005; H 0.4183; H 0.3903; C -0.5724; C 0.5187; N -0.5043; H 0.1031; H 0.4805; H 0.0377

> Which of these has the lowest strongest force on any atom?

C45H60BiBrN12O2S

> Among the records above, which one has the lowest energy relative to the best compared isomer or geometry (same formula, charge and spin)?

C45H60BiBrN12O2S

> The lowest energy relative to the best compared isomer or geometry (same formula, charge and spin) belongs to which entry?

C45H60BiBrN12O2S